Entry 1:
Density functional theory data (ωB97M-V/def2-TZVPD) for C20H43O2P3Rh as an isolated structure in a non-equilibrium geometry.

Cartesian coordinates (Å):
Rh -1.42248 0.73391 0.73010
P 0.30723 -0.17000 1.88520
P -2.74881 -0.79387 1.11440
P 1.68246 2.42999 -0.90401
H -5.10014 2.37633 0.57881
C -4.66028 2.90124 -0.27728
C -4.32044 2.38667 -1.44095
H -3.87888 1.40233 -1.67384
C 0.43626 0.73703 3.47442
C 0.25988 -1.96260 2.33246
C 2.14772 -0.26221 1.48956
C -4.37162 -0.42379 0.38016
C -2.35334 -2.39611 0.34287
C -3.08960 -0.83397 2.90944
C 1.48747 3.64476 -2.17139
C 2.21557 0.86172 -1.64612
C 2.49195 3.10697 0.52281
H -4.76020 4.00943 -0.24899
H -4.46339 2.99877 -2.34851
H 0.97289 0.14741 4.23450
H -0.58229 0.96377 3.80770
H 0.97689 1.67462 3.27656
H 1.05570 -2.24132 3.04116
H 0.39888 -2.51197 1.38985
H -0.71203 -2.20344 2.76741
H 2.55698 0.72288 1.24323
H 2.33470 -0.93542 0.63759
H 2.72176 -0.64464 2.35697
H -4.99179 -1.32542 0.29672
H -4.21120 0.01474 -0.60861
H -4.87185 0.32083 1.00776
H -2.09551 -3.11712 1.12657
H -1.51249 -2.29533 -0.36147
H -3.24918 -2.71972 -0.20335
H -4.14675 -1.08095 3.07245
H -2.87648 0.17608 3.29437
H -2.43248 -1.56285 3.39277
H 2.38691 3.57169 -2.78525
H 1.39590 4.59602 -1.64179
H 0.57448 3.46392 -2.75142
H 2.19816 0.97722 -2.74656
H 1.50783 0.05510 -1.35980
H 3.24296 0.56123 -1.35687
H 3.07088 3.98703 0.23455
H 3.15671 2.38973 1.00135
H 1.69242 3.39126 1.21291
C -1.72202 3.37504 -0.76222
C -1.86415 3.96612 0.52480
C -1.43715 5.28246 0.67693
C -1.11172 6.04901 -0.44592
C -1.28982 5.53529 -1.73878
C -1.75156 4.23578 -1.89378
O -1.60244 2.08087 -0.93979
H 0.33016 2.41279 -0.50692
H -2.26582 3.31441 1.31412
H -1.46962 5.71746 1.67366
H -0.74126 7.06137 -0.29727
H -1.10493 6.11481 -2.64145
H -2.06635 3.81748 -2.84387
C 2.16108 -3.17413 -3.30391
C 1.66157 -3.17424 -1.86440
C 2.03296 -4.43632 -1.10176
O 1.05723 -2.26789 -1.34549
H 1.85814 -4.09304 -3.82273
H 3.25992 -3.12586 -3.30654
H 1.74991 -2.30454 -3.81878
H 1.67907 -4.39475 -0.06755
H 1.56352 -5.28220 -1.61406
H 3.11865 -4.59052 -1.10057

HOMO (alpha / beta): -0.610 / -0.624 Ha
relative energy (zero: lowest compared OMol25 entry of this formula, charge and spin): 3.56 kJ/mol
E_LUMO (alpha / beta): -8.5 / -12.1 eV
gap between HOMO and LUMO (alpha / beta): 8.1 / 4.9 eV
net charge: +3
2S+1: 5
<S²>: 6.033

Here are the natural (NBO) charges for atoms 1 to 2, given in e:
1. Rh 0.785
2. P 0.824

***

Entry 2:
Density functional theory data (ωB97M-V/def2-TZVPD) for CH4OS2 in the gas phase in a non-equilibrium geometry.

Cartesian coordinates (Å):
O 1.58070 -0.22903 -1.02182
C 0.78510 0.45529 -0.07201
S -1.25221 1.13891 -0.04814
S -2.21218 -0.63530 0.05167
H 1.19688 -1.09524 -1.20154
H 0.69669 -0.12431 0.84484
H 1.23318 1.42629 0.09479
H -2.02815 -0.93661 1.35220

HOMO: -0.334 Ha
relative energy (zero: lowest compared OMol25 entry of this formula, charge and spin): 61.12 kJ/mol
E_LUMO: 0.5 eV
gap between HOMO and LUMO: 9.6 eV
SMILES: OCSS

Here are the natural (NBO) charges for atoms 1 to 2, given in e:
1. O -0.687
2. C -0.059

***

Entry 3:
Density functional theory data (ωB97M-V/def2-TZVPD) for a 2-piece molecular cluster, C3H2Br3FO overall in a non-equilibrium geometry.

Cartesian coordinates (Å):
C -1.16448 0.61675 -1.33361
C 1.16373 -0.65516 0.59963
C 0.10573 0.42509 0.66007
O -0.92691 1.25268 -2.25871
F -1.06002 -0.09791 1.25887
Br -2.60432 -0.60231 -1.03223
Br 0.87650 -1.56640 -1.13782
Br 0.54029 2.11906 1.23077
H 2.09383 -0.13868 0.67234
H 0.97564 -1.35312 1.34069

HOMO (alpha / beta): -0.320 / -0.319 Ha
relative energy (zero: lowest compared OMol25 entry of this formula, charge and spin): 238.45 kJ/mol
E_LUMO (alpha / beta): -1.1 / -1.0 eV
gap between HOMO and LUMO (alpha / beta): 7.6 / 7.7 eV

Here are the natural (NBO) charges for atoms 1 to 2, given in e:
1. C 0.473
2. C -0.505

***

Among the records above, which one has the lowest relative energy (zero: lowest compared OMol25 entry of this formula, charge and spin)? C20H43O2P3Rh

***

Look up the relative energy (zero: lowest compared OMol25 entry of this formula, charge and spin) of the third one. 238.45 kJ/mol

***

Among the records above, which one has the lowest relative energy (zero: lowest compared OMol25 entry of this formula, charge and spin)? C20H43O2P3Rh